# 1
{"formula": "C4H37N3O14", "method": "wB97M-V/def2-TZVPD", "orbital_gap_ev": 8.87, "homo_ev": -9.2, "species": ["C", "N", "C", "N", "O", "C", "C", "N", "H", "H", "H", "H", "H", "H", "H", "H", "H", "H", "H", "H", "H", "O", "H", "H", "O", "H", "H", "O", "H", "H", "O", "H", "H", "O", "H", "H", "O", "H", "H", "O", "H", "H", "O", "H", "H", "O", "H", "H", "O", "H", "H", "O", "H", "H", "O", "H", "H", "O"], "xyz": [[1.64, 2.19, 0.48], [2.43, 1.11, 0.95], [2.97, 1.12, 2.24], [3.83, 0.12, 2.58], [2.51, 1.98, 3.01], [0.10, 1.86, 0.19], [-0.35, 2.71, -1.06], [-0.74, 2.14, 1.35], [1.53, 3.06, 1.14], [2.07, 2.56, -0.48], [2.75, 0.44, 0.22], [3.98, 0.00, 3.57], [4.28, -0.52, 1.95], [-0.04, 0.75, 0.11], [0.01, 2.42, -2.02], [-1.42, 2.56, -1.23], [-0.02, 3.77, -0.97], [-0.53, 3.00, 1.76], [-0.64, 1.33, 1.92], [-5.22, 0.94, 0.53], [-4.01, 0.76, 1.05], [-4.66, 0.14, 0.68], [4.02, 0.81, -1.73], [3.68, -0.66, -1.82], [3.87, 0.08, -1.14], [0.63, 1.77, 4.89], [0.74, 1.38, 3.54], [0.05, 1.35, 4.27], [-1.02, 0.51, -3.91], [-1.44, -0.81, -4.30], [-0.97, -0.08, -4.68], [-2.51, 1.87, 3.87], [-2.36, 1.20, 5.10], [-2.73, 2.04, 4.78], [1.90, -2.10, -1.57], [2.93, -2.20, -2.85], [2.76, -2.22, -1.91], [1.20, -0.06, -4.24], [1.44, -0.30, -2.84], [1.97, -0.28, -3.69], [-1.30, -2.42, -1.88], [-1.02, -3.43, -3.25], [-1.24, -2.56, -2.88], [-0.57, -1.20, 4.72], [0.70, -1.12, 3.78], [0.06, -1.69, 4.18], [-2.18, 0.85, -0.26], [-2.75, -0.59, -0.22], [-1.89, -0.09, -0.48], [0.41, -5.21, -2.04], [1.31, -4.22, -1.46], [1.23, -5.17, -1.52], [-2.21, -3.24, -0.01], [-1.51, -1.83, 0.33], [-1.52, -2.62, -0.26], [-3.59, -1.14, -3.35], [-4.17, -0.37, -2.15], [-4.36, -0.69, -3.04]]}

# 2
{"formula": "C5H6S", "method": "wB97M-V/def2-TZVPD", "orbital_gap_ev": 8.44, "homo_ev": -8.4, "species": ["C", "C", "C", "C", "C", "S", "H", "H", "H", "H", "H", "H"], "xyz": [[0.11, 1.02, 0.46], [0.93, 0.00, 0.27], [-1.08, 1.15, -0.47], [1.90, -0.86, 0.09], [-1.47, -1.43, -0.01], [-2.43, -0.10, 0.07], [0.15, 1.84, 1.11], [-1.41, 2.26, -0.35], [-0.83, 0.79, -1.47], [2.79, -0.76, -0.57], [1.87, -1.76, 0.56], [-2.09, -2.27, 0.25]]}

# 3
{"formula": "C28H17CaF6I2N4O7P", "method": "wB97M-V/def2-TZVPD", "total_charge": -1, "spin_multiplicity": 2, "orbital_gap_ev": [4.77, 7.47], "homo_ev": [-3.1, -5.8], "species": ["Ca", "I", "C", "C", "C", "I", "C", "C", "C", "C", "N", "C", "C", "O", "H", "H", "H", "H", "N", "C", "C", "C", "C", "C", "C", "C", "C", "C", "C", "C", "C", "H", "H", "H", "H", "H", "H", "H", "H", "H", "H", "F", "P", "F", "F", "F", "F", "F", "O", "C", "O", "C", "C", "C", "C", "C", "C", "N", "O", "O", "N", "O", "O", "H", "H", "H"], "xyz": [[1.45, 1.16, 1.52], [6.33, 2.85, 0.02], [5.66, 2.55, 1.96], [6.52, 2.81, 3.03], [6.11, 2.62, 4.33], [7.47, 3.04, 5.87], [4.81, 2.15, 4.61], [4.29, 1.93, 5.90], [3.01, 1.48, 6.06], [2.22, 1.25, 4.92], [2.67, 1.45, 3.70], [3.94, 1.89, 3.52], [4.36, 2.08, 2.13], [3.54, 1.83, 1.18], [7.52, 3.17, 2.83], [4.91, 2.11, 6.76], [2.59, 1.30, 7.04], [1.20, 0.90, 5.01], [-1.43, 0.55, -1.62], [-0.98, 0.71, -3.00], [0.13, 1.41, -3.41], [0.43, 1.37, -4.76], [-0.36, 0.63, -5.64], [-1.47, -0.08, -5.20], [-1.78, -0.03, -3.85], [-2.82, -0.67, -3.05], [-3.87, -1.52, -3.35], [-4.67, -1.99, -2.31], [-4.44, -1.60, -1.00], [-3.39, -0.74, -0.68], [-2.61, -0.31, -1.72], [-1.67, 1.44, -1.17], [-0.60, 0.13, -1.03], [0.74, 1.96, -2.70], [1.29, 1.91, -5.13], [-0.09, 0.60, -6.69], [-2.05, -0.68, -5.89], [-4.05, -1.85, -4.37], [-5.48, -2.68, -2.53], [-5.05, -2.01, -0.20], [-3.19, -0.46, 0.35], [-0.76, 1.95, 2.05], [-0.96, 3.35, 1.16], [0.28, 3.96, 1.97], [0.15, 2.68, 0.10], [-2.01, 3.88, 2.21], [-2.12, 2.58, 0.32], [-1.08, 4.63, 0.24], [0.94, -1.19, 1.70], [0.47, -1.20, 0.55], [0.62, -0.17, -0.24], [-0.37, -2.31, 0.02], [-1.27, -2.93, 0.88], [-2.24, -3.80, 0.34], [-2.22, -4.10, -1.04], [-1.30, -3.48, -1.84], [-0.37, -2.55, -1.36], [-1.37, -3.72, -3.28], [-0.64, -3.05, -4.00], [-2.16, -4.55, -3.70], [-3.30, -4.25, 1.12], [-4.20, -4.95, 0.58], [-3.33, -3.91, 2.33], [-1.28, -2.70, 1.93], [-2.97, -4.76, -1.45], [0.32, -2.05, -2.02]]}

# 4
{"formula": "C4H6O2", "method": "wB97M-V/def2-TZVPD", "orbital_gap_ev": 10.62, "homo_ev": -9.7, "species": ["O", "C", "C", "C", "O", "C", "H", "H", "H", "H", "H", "H"], "xyz": [[-0.40, -2.09, -0.99], [-0.23, -0.99, -0.54], [0.79, -0.58, 0.52], [0.47, 0.89, 0.78], [-0.38, 1.34, -0.27], [-1.01, 0.26, -0.92], [1.80, -0.73, 0.11], [0.69, -1.22, 1.40], [-0.03, 1.02, 1.75], [1.36, 1.53, 0.77], [-0.99, 0.42, -2.00], [-2.06, 0.14, -0.61]]}

# 5
{"formula": "C28H7B6CdNO48", "method": "wB97M-V/def2-TZVPD", "total_charge": -4, "orbital_gap_ev": 9.50, "homo_ev": -3.0, "species": ["Cd", "O", "C", "O", "B", "O", "C", "O", "O", "C", "O", "C", "O", "O", "O", "C", "O", "B", "O", "C", "O", "O", "C", "O", "C", "O", "O", "O", "C", "O", "B", "O", "C", "O", "O", "C", "O", "C", "O", "O", "O", "C", "O", "B", "O", "C", "O", "O", "C", "O", "C", "O", "O", "O", "C", "O", "B", "O", "C", "O", "O", "C", "O", "C", "O", "O", "O", "C", "O", "B", "O", "C", "O", "O", "C", "O", "C", "O", "O", "C", "C", "C", "C", "N", "H", "H", "H", "H", "H", "H", "H"], "xyz": [[0.04, 0.30, 0.12], [-1.00, -1.79, 1.56], [-0.75, -2.91, 1.87], [0.23, -3.64, 1.32], [0.31, -4.96, 1.99], [-0.86, -4.99, 2.89], [-1.41, -3.78, 2.97], [-2.28, -3.48, 3.72], [1.53, -5.16, 2.76], [2.19, -6.20, 2.24], [3.19, -6.69, 2.67], [1.30, -6.79, 1.12], [0.20, -6.07, 1.01], [1.57, -7.76, 0.48], [5.93, 5.85, 2.41], [5.08, 5.40, 1.70], [3.89, 4.98, 2.06], [3.08, 4.66, 0.87], [3.99, 4.85, -0.27], [5.19, 5.21, 0.15], [6.13, 5.46, -0.55], [2.58, 3.26, 0.95], [1.29, 3.24, 0.79], [0.58, 2.27, 0.82], [0.80, 4.72, 0.72], [1.88, 5.49, 0.76], [-0.33, 5.07, 0.67], [-7.29, 4.61, 1.80], [-6.75, 3.55, 1.64], [-5.52, 3.26, 2.06], [-5.23, 1.84, 1.78], [-6.44, 1.34, 1.06], [-7.30, 2.32, 0.90], [-8.39, 2.27, 0.41], [-4.98, 0.97, 2.92], [-3.72, 0.54, 2.90], [-3.18, -0.12, 3.72], [-3.08, 1.06, 1.59], [-3.99, 1.74, 0.94], [-1.98, 0.79, 1.19], [-7.27, 0.14, -2.92], [-6.13, 0.33, -3.19], [-5.16, 0.61, -2.34], [-4.01, 1.11, -3.11], [-4.30, 0.76, -4.51], [-5.54, 0.35, -4.61], [-6.11, 0.01, -5.61], [-2.73, 0.56, -2.62], [-2.01, 1.52, -2.10], [-0.93, 1.34, -1.59], [-2.77, 2.85, -2.28], [-3.83, 2.58, -3.01], [-2.38, 3.90, -1.89], [1.93, 0.47, -1.16], [2.59, 1.12, -1.93], [2.15, 1.70, -3.01], [3.26, 2.49, -3.66], [4.44, 2.14, -2.86], [4.11, 1.41, -1.80], [4.82, 1.02, -0.94], [3.40, 2.20, -5.08], [2.93, 3.25, -5.75], [2.82, 3.32, -6.94], [2.65, 4.39, -4.74], [2.94, 3.93, -3.53], [2.24, 5.47, -5.04], [1.36, -0.36, 1.62], [2.08, -0.84, 2.45], [3.34, -1.15, 2.29], [3.92, -1.58, 3.59], [2.76, -1.70, 4.49], [1.69, -1.18, 3.91], [0.63, -0.93, 4.39], [4.91, -0.63, 4.13], [6.06, -1.26, 4.34], [7.06, -0.77, 4.78], [5.88, -2.74, 3.90], [4.65, -2.85, 3.43], [6.71, -3.58, 3.99], [-0.33, -5.22, -2.02], [-1.69, -4.79, -1.50], [-2.06, -3.39, -2.01], [-1.08, -2.39, -1.57], [-0.33, -1.61, -1.21], [-0.15, -6.26, -1.72], [0.47, -4.65, -1.56], [-0.30, -5.19, -3.11], [-1.76, -4.78, -0.41], [-2.45, -5.48, -1.87], [-3.02, -2.98, -1.70], [-1.95, -3.39, -3.10]]}

# 6
{"formula": "C4H9NO", "method": "wB97M-V/def2-TZVPD", "orbital_gap_ev": 10.04, "homo_ev": -9.2, "species": ["C", "C", "C", "C", "H", "H", "H", "H", "H", "H", "H", "H", "H", "N", "O"], "xyz": [[1.34, 1.19, 0.49], [1.01, -0.28, 0.21], [-0.89, -0.63, -1.38], [-1.43, -0.37, 0.99], [0.86, 1.50, 1.43], [2.45, 1.30, 0.61], [0.97, 1.83, -0.42], [1.20, -0.95, 1.14], [1.58, -0.67, -0.70], [-2.04, -0.32, -1.45], [-0.26, 0.11, -2.07], [-0.66, -1.73, -1.62], [-2.47, -0.52, 0.66], [-0.48, -0.41, -0.02], [-1.15, -0.04, 2.14]]}

# 7
{"formula": "C4H12NO", "method": "wB97M-V/def2-TZVPD", "total_charge": 1, "orbital_gap_ev": 13.00, "homo_ev": -16.1, "species": ["C", "C", "C", "C", "N", "O", "H", "H", "H", "H", "H", "H", "H", "H", "H", "H", "H", "H"], "xyz": [[-1.62, 1.26, 0.10], [-1.22, -1.26, 0.22], [1.87, -0.32, -0.46], [-0.79, 0.09, -0.41], [0.62, 0.34, 0.10], [2.94, 0.38, 0.13], [-2.26, 1.03, 1.02], [-1.11, 2.15, 0.13], [-2.51, 1.45, -0.59], [-1.90, -0.91, 1.08], [-0.42, -1.92, 0.59], [-1.76, -1.80, -0.43], [1.76, -1.46, -0.37], [2.01, -0.21, -1.48], [-0.60, -0.16, -1.52], [0.72, 0.27, 1.15], [0.75, 1.30, 0.08], [3.51, -0.24, 0.65]]}

# 8
{"formula": "C4H9N3S", "method": "wB97M-V/def2-TZVPD", "orbital_gap_ev": 8.48, "homo_ev": -8.0, "species": ["C", "C", "C", "C", "H", "H", "H", "H", "H", "H", "H", "H", "H", "N", "N", "N", "S"], "xyz": [[2.11, -0.86, -0.72], [1.19, -0.02, 0.03], [0.51, -0.77, 1.05], [-2.91, 0.08, -0.43], [1.72, -1.78, -1.05], [2.78, -1.16, 0.13], [2.73, -0.28, -1.46], [1.18, -1.52, 1.63], [0.06, 0.22, 1.59], [-3.63, -0.66, -0.73], [-3.34, 1.17, -0.12], [-1.00, 1.46, -0.19], [0.14, 2.82, 0.30], [-1.67, -0.04, -0.15], [0.95, 1.17, -0.38], [0.01, 1.68, 0.43], [-0.84, -1.51, 0.07]]}

Calculated energy in order - -1392.1897 -592.1136 -4036.8430 -306.4724 -5055.9882 -287.7744 -289.2947 -720.0740 Ha
Calculated energy relative to the best compared isomer or geometry (same formula, charge and spin) in order - 57.9 99.3 0.3 21.3 0.0 36.4 50.3 125.1 kcal per mole